Record 1
# C2H3ClF2O2S

A cluster of 2 separate species, C2H3ClF2O2S in total (the ωB97M-V functional and the def2-TZVPD basis, the Open Molecules 2025 dataset).

Structure (XYZ):
```
11
Properties=species:S:1:pos:R:3:mulliken_charge:R:1
C 1.1234 -0.3997 1.8358 0.01
C 0.3046 0.5862 1.7462 -0.24
O -0.8696 -1.1517 -0.6742 -0.38
O 0.1262 0.5360 -2.1617 -0.39
F 1.2326 -1.1288 2.9474 -0.24
F 0.1362 1.2443 0.5663 -0.23
S -1.2716 -0.1251 -1.5499 0.70
Cl -1.9312 -0.9261 -3.4288 -0.28
H -0.2720 1.1577 -2.7383 0.34
H 1.7011 -0.6533 0.9254 0.29
H -0.2798 0.8607 2.5320 0.42
```

Results
- frontier orbital gap (eV) = 10.149
- E_tot (Eh) = -1286.52547
- HOMO energy (eV) = -10.136
- total charge = 0

=====

Record 2
# C2H3ClFI

The molecule C2H3ClFI (the ωB97M-V functional and the def2-TZVPD basis, the Open Molecules 2025 dataset).

Structure (XYZ):
```
8
Properties=species:S:1:pos:R:3:mulliken_charge:R:1
C -0.8310 -0.4395 0.1354 -1.15
C 0.5032 0.4784 -0.1370 0.28
F 0.5328 0.7908 -1.4576 -0.19
Cl 0.6651 2.0186 0.7256 -0.13
I 2.1506 -0.9013 0.2851 0.07
H -0.5999 -0.8097 1.1011 0.40
H -1.6615 0.1279 -0.1487 0.35
H -0.7593 -1.2651 -0.5039 0.38
```

Results
- frontier orbital gap (eV) = 9.902
- E_tot (Eh) = -935.73195
- HOMO energy (eV) = -9.907
- total charge = 0
- SMILES = C[C@@](F)(Cl)I

=====

Record 3
# C2H3ClFI

A cluster of 2 separate species, C2H3ClFI in total (the ωB97M-V functional and the def2-TZVPD basis, the Open Molecules 2025 dataset).

Structure (XYZ):
```
8
Properties=species:S:1:pos:R:3:mulliken_charge:R:1
C 0.1972 -0.8058 -0.3403 -0.37
C 1.3111 -0.4205 -0.9139 -0.02
F 1.4766 -0.1939 -2.2440 -0.25
I 3.1345 0.0441 0.1543 0.12
H -0.5631 -1.2505 -1.0800 0.20
H 0.0910 -0.6429 0.7202 0.34
Cl 0.0777 2.3765 0.0506 -0.20
H 0.7473 1.5065 0.7705 0.18
```

Results
- frontier orbital gap (eV) = 9.751
- E_tot (Eh) = -935.70317
- HOMO energy (eV) = -9.680
- total charge = 0
- SMILES = C=C(F)I.Cl

=====

Record 4
# C2H3ClFNO2

The molecule C2H3ClFNO2 (the ωB97M-V functional and the def2-TZVPD basis, the Open Molecules 2025 dataset).

Structure (XYZ):
```
10
Properties=species:S:1:pos:R:3:lowdin_spin:R:1
C 0.9709 0.6243 0.2298 0.05
C -0.2968 0.2126 -0.3559 0.47
N -0.9362 -0.9718 0.3447 0.05
O -0.2677 -1.5785 1.1034 0.09
O -2.1195 -1.1456 0.1371 0.07
F -1.2416 1.1278 -0.3857 0.07
Cl -0.3864 -0.4416 -2.3607 1.17
H 1.5829 1.4128 -0.3198 0.00
H 0.9393 0.9597 1.2179 0.02
H 1.7551 -0.1997 0.3891 0.00
```

Results
- frontier orbital gap (spin up / spin down) (eV) = 8.243 / 6.057
- E_tot (Eh) = -843.01632
- expectation value of S² = 2.006
- 2S+1 = 3
- HOMO energy (spin up / spin down) (eV) = -7.674 / -11.146
- total charge = 0

=====

Record 5
# C2H3ClI2O2S

A structure of composition C2H3ClI2O2S (the ωB97M-V functional and the def2-TZVPD basis, the Open Molecules 2025 dataset).

Structure (XYZ):
```
11
Properties=species:S:1:pos:R:3:mulliken_charge:R:1
C 0.2204 0.7301 1.2417 -1.13
C -0.5521 0.2253 0.0039 -0.34
O -0.3325 -1.3567 -2.0819 -0.44
O 0.5985 0.9095 -2.0951 -0.49
S 0.3535 -0.3181 -1.4086 1.02
Cl 2.0764 -0.9563 -0.6712 -0.15
I -1.3623 -2.6453 0.8659 0.01
I -2.3893 0.6339 -0.4977 0.42
H 1.0673 1.3047 0.9379 0.43
H -0.3426 1.4268 1.7592 0.37
H 0.6627 0.0459 1.9459 0.30
```

Results
- frontier orbital gap (spin up / spin down) (eV) = 7.768 / 6.049
- E_tot (Eh) = -1682.14287
- HOMO energy (spin up / spin down) (eV) = -9.619 / -8.866
- total charge = 0

=====

Record 6
# C2H3ClN2

The molecule C2H3ClN2 (the ωB97M-V functional and the def2-TZVPD basis, the Open Molecules 2025 dataset).

Structure (XYZ):
```
8
Properties=species:S:1:pos:R:3:mulliken_charge:R:1
C -1.2525 -1.1142 1.5642 0.47
C 0.7701 1.0051 -1.0655 -0.53
N -2.2428 -0.8829 2.1471 -0.43
N -0.1103 -1.4225 1.1194 -0.45
Cl 0.4131 -0.8501 -0.5661 0.08
H 1.6635 0.7260 -1.6074 0.27
H 1.0284 1.4759 -0.1023 0.26
H -0.2695 1.0628 -1.4895 0.32
```

Results
- frontier orbital gap (eV) = 7.726
- E_tot (Eh) = -647.52568
- HOMO energy (eV) = -8.919
- total charge = 0

=====

Record 7
# C2H3ClN2O

A structure of composition C2H3ClN2O (the ωB97M-V functional and the def2-TZVPD basis, the Open Molecules 2025 dataset).

Structure (XYZ):
```
9
Properties=species:S:1:pos:R:3:mulliken_charge:R:1
C -0.4965 -0.8943 0.0690 0.87
C 1.3891 0.2700 0.0839 -0.63
N -1.6743 -1.4566 0.0447 -0.32
N -1.4667 -0.1477 -0.5396 -0.28
O 0.6918 -0.8614 0.5452 -0.27
Cl -3.0206 1.4206 0.1855 -0.25
H 1.0357 0.4138 -1.0134 0.30
H 2.4172 0.0956 0.0314 0.26
H 1.1243 1.1600 0.5933 0.31
```

Results
- frontier orbital gap (spin up / spin down) (eV) = 7.483 / 9.236
- E_tot (Eh) = -722.75775
- HOMO energy (spin up / spin down) (eV) = -9.333 / -9.958
- total charge = 0

=====

Record 8
# C2H3ClN2O

A cluster of 2 separate species, C2H3ClN2O in total (the ωB97M-V functional and the def2-TZVPD basis, the Open Molecules 2025 dataset).

Structure (XYZ):
```
9
Properties=species:S:1:pos:R:3:mulliken_charge:R:1
C -0.0179 -0.3019 1.6616 -0.27
C -0.6688 0.8441 -0.3922 -0.41
N -0.3122 0.2924 0.6674 0.00
N 2.1866 -0.8082 -0.8098 0.23
O 1.4662 -0.0142 -1.3223 -0.18
Cl 1.5157 -2.4913 -1.1513 -0.16
H -0.0985 -0.2426 2.7540 0.26
H -1.5254 0.5528 -0.9486 0.29
H -0.1302 1.7262 -0.8041 0.24
```

Results
- frontier orbital gap (spin up / spin down) (eV) = 7.231 / 7.230
- E_tot (Eh) = -722.74496
- HOMO energy (spin up / spin down) (eV) = -7.975 / -7.974
- total charge = 0

=====

Record 9
# C2H3ClN2O

The molecule C2H3ClN2O (the ωB97M-V functional and the def2-TZVPD basis, the Open Molecules 2025 dataset).

Structure (XYZ):
```
9
Properties=species:S:1:pos:R:3:mulliken_charge:R:1
Cl -3.1443 0.1112 -0.3627 -0.21
N -1.5689 -0.1895 0.9768 -0.14
C -0.8945 0.9881 0.5674 0.06
N 0.1774 0.7461 -0.0382 -0.37
C 0.2932 -0.6012 -0.2074 -0.09
O -0.8184 -1.1880 0.5838 -0.13
H -1.2129 1.9963 0.8736 0.37
H 0.0850 -0.7754 -1.2044 0.26
H 1.2408 -1.1856 0.2799 0.24
```

Results
- frontier orbital gap (eV) = 8.882
- E_tot (Eh) = -722.81900
- HOMO energy (eV) = -10.013
- total charge = 0
- SMILES = ClN1C=NCO1

=====

Record 10
# C2H3ClN2O2

A cluster of 2 separate species, C2H3ClN2O2 in total (the ωB97M-V functional and the def2-TZVPD basis, the Open Molecules 2025 dataset).

Structure (XYZ):
```
10
Properties=species:S:1:pos:R:3:mulliken_charge:R:1
C 1.7395 0.6699 0.0722 0.52
C 3.3838 -0.5487 0.2796 0.34
N -0.6060 0.1961 0.2718 -0.70
N 0.7688 -0.2177 0.3099 0.08
O 1.9040 1.8198 -0.1491 -0.47
O 3.2702 -1.7282 0.2709 -0.42
Cl 4.8075 0.4411 0.1297 -0.12
H -1.0978 -0.1161 -0.6553 0.27
H -0.5316 1.1433 0.3635 0.27
H 1.0608 -1.0560 0.7063 0.24
```

Results
- frontier orbital gap (eV) = 9.760
- E_tot (Eh) = -798.12040
- HOMO energy (eV) = -9.157
- total charge = 0

=====

Record 11
# C2H3ClNOP

The molecule C2H3ClNOP (the ωB97M-V functional and the def2-TZVPD basis, the Open Molecules 2025 dataset).

Structure (XYZ):
```
9
Properties=species:S:1:pos:R:3:mulliken_charge:R:1
C -0.0509 0.2365 -0.1346 -0.87
P 1.5777 0.9141 0.4183 0.77
O 2.3496 1.4788 -0.6753 -0.54
Cl 2.9582 -0.3855 1.6453 -0.27
C 1.1401 2.1001 1.7300 0.19
N 0.9149 2.9031 2.5071 -0.28
H 0.0532 -0.0439 -1.1055 0.32
H -0.4987 -0.4265 0.5427 0.36
H -0.7067 1.1941 -0.0906 0.32
```

Results
- frontier orbital gap (eV) = 10.997
- E_tot (Eh) = -1009.56442
- HOMO energy (eV) = -11.609
- total charge = 0
- SMILES = C[P@](=O)(Cl)C#N

=====

Record 12
# C2H3ClO2P

A cluster of 2 separate species, C2H3ClO2P in total (the ωB97M-V functional and the def2-TZVPD basis, the Open Molecules 2025 dataset).

Structure (XYZ):
```
9
Properties=species:S:1:pos:R:3:mulliken_charge:R:1
C 1.6926 -1.0275 0.0631 -0.31
C 0.8084 -0.6673 -0.7989 -0.58
O -1.5418 1.0901 1.8580 -0.55
O -2.7900 0.2281 -0.1682 -0.63
P -1.5230 0.9259 0.4039 0.68
Cl -1.4548 2.6960 -0.5717 -0.28
H 2.5767 -1.6870 -0.0121 0.25
H 1.4035 -0.6150 1.0401 0.16
H 0.8284 -0.9431 -1.8142 0.25
```

Results
- frontier orbital gap (spin up / spin down) (eV) = 7.001 / 8.272
- E_tot (Eh) = -1030.03979
- HOMO energy (spin up / spin down) (eV) = -3.736 / -4.934
- total charge = -1

=====

Record 13
# C2H3ClO2S

A cluster of 2 separate species, C2H3ClO2S in total (the ωB97M-V functional and the def2-TZVPD basis, the Open Molecules 2025 dataset).

Structure (XYZ):
```
9
Properties=species:S:1:pos:R:3:mulliken_charge:R:1
C -0.6543 -0.3851 0.7970 -0.90
C -1.3534 -0.2110 -0.4457 0.75
O 0.3808 2.5222 0.0974 -0.40
O -1.3710 -0.8327 -1.4966 -0.49
S 1.2272 1.1928 0.2623 0.15
Cl -2.5505 1.0913 -0.2628 -0.20
H -0.6952 -0.0055 1.8915 0.36
H 0.0215 -1.2394 0.6687 0.35
H 0.2900 3.1311 0.9473 0.38
```

Results
- frontier orbital gap (spin up / spin down) (eV) = 7.913 / 7.913
- E_tot (Eh) = -1086.75783
- HOMO energy (spin up / spin down) (eV) = -9.647 / -9.647
- total charge = 0

=====

Record 14
# C2H3ClO2S

A cluster of 2 separate species, C2H3ClO2S in total (the ωB97M-V functional and the def2-TZVPD basis, the Open Molecules 2025 dataset).

Structure (XYZ):
```
9
Properties=species:S:1:pos:R:3:mulliken_charge:R:1
O -3.0059 0.9419 1.3573 -0.42
C -2.5010 0.2802 0.5053 0.56
Cl -2.0528 1.0167 -1.0591 -0.15
C -2.1823 -1.1187 0.6716 -0.16
S -1.4133 -2.0264 -0.4216 -0.13
H -2.5506 -1.3500 1.7208 0.29
O 0.9642 1.2301 -0.8253 -0.59
H 0.7774 1.9423 -0.2821 0.30
H 1.4011 0.5376 -0.3497 0.30
```

Results
- frontier orbital gap (eV) = 7.657
- E_tot (Eh) = -1086.82170
- HOMO energy (eV) = -9.709
- total charge = 0
- SMILES = O=C(Cl)C=S.O

=====

Record 15
# C2H3ClO3

The molecule C2H3ClO3 (the ωB97M-V functional and the def2-TZVPD basis, the Open Molecules 2025 dataset).

Structure (XYZ):
```
9
Properties=species:S:1:pos:R:3:mulliken_charge:R:1
O 1.3405 1.3677 -0.3254 -0.49
C 0.8795 0.2568 -0.1913 0.40
Cl 2.0588 -1.0221 -0.0973 -0.16
C -0.5614 -0.1651 -0.1802 0.30
O -0.8990 -1.3903 0.3584 -0.47
O -1.1433 1.0261 0.4069 -0.49
H -0.7344 -0.1628 -1.2527 0.24
H -0.4344 -1.5911 1.1632 0.35
H -0.5064 1.6809 0.1185 0.31
```

Results
- frontier orbital gap (eV) = 11.085
- E_tot (Eh) = -763.89963
- HOMO energy (eV) = -11.025
- total charge = 0
- SMILES = O=C(Cl)C(O)O

=====

Record 16
# C2H3ClO4S2

The molecule C2H3ClO4S2 (the ωB97M-V functional and the def2-TZVPD basis, the Open Molecules 2025 dataset).

Structure (XYZ):
```
12
Properties=species:S:1:pos:R:3:mulliken_charge:R:1
C -1.3634 0.2562 0.1814 -0.71
C 1.2219 -0.3232 -0.0701 -0.26
O 0.3642 2.1827 -0.5308 -0.56
O 0.5044 1.5913 1.8086 -0.58
O -0.4963 -2.1679 0.5419 -0.58
O -0.6289 -1.4285 -1.7547 -0.54
S 0.2617 1.1671 0.4683 1.03
S -0.3475 -1.1660 -0.4191 1.06
Cl 2.1724 -0.0624 -1.5857 -0.08
H -1.7645 -0.0479 1.2353 0.34
H -1.8702 0.8729 -0.4372 0.46
H 1.9461 -0.8741 0.5622 0.42
```

Results
- frontier orbital gap (eV) = 11.072
- E_tot (Eh) = -1635.42577
- HOMO energy (eV) = -11.157
- total charge = 0

=====

Record 17
# C2H3ClOS

The molecule C2H3ClOS (the ωB97M-V functional and the def2-TZVPD basis, the Open Molecules 2025 dataset).

Structure (XYZ):
```
8
Properties=species:S:1:pos:R:3:mulliken_charge:R:1
O 0.2758 1.5121 -0.0655 -0.37
C 0.5030 0.2437 -0.1167 0.26
S 2.0341 -0.4022 -0.3198 -0.28
C -0.6436 -0.7106 0.1560 -0.38
Cl -2.2174 -0.0726 -0.3464 -0.17
H 1.0844 2.0079 -0.2373 0.35
H -0.5796 -0.9121 1.2844 0.28
H -0.4567 -1.6660 -0.3547 0.32
```

Results
- frontier orbital gap (eV) = 9.245
- E_tot (Eh) = -1011.61344
- HOMO energy (eV) = -9.176
- total charge = 0
- SMILES = OC(=S)CCl

=====

Record 18
# C2H3ClOS

A structure of composition C2H3ClOS (the ωB97M-V functional and the def2-TZVPD basis, the Open Molecules 2025 dataset).

Structure (XYZ):
```
8
Properties=species:S:1:pos:R:3:mulliken_charge:R:1
C 1.1320 -0.6828 0.3264 0.48
C -0.4234 0.6106 0.2154 -0.69
O 1.4907 -1.1693 1.3289 -0.37
S -1.9262 -0.2065 -0.1564 -0.08
Cl 1.8295 -0.7254 -1.2308 -0.14
H -0.0729 1.2525 -0.4986 0.42
H -0.3080 0.9333 1.3805 0.27
H -1.7217 -0.0123 -1.3653 0.11
```

Results
- frontier orbital gap (eV) = 9.241
- E_tot (Eh) = -1011.54899
- HOMO energy (eV) = -8.698
- total charge = 0

=====

Record 19
# C2H3ClOS

A cluster of 2 separate species, C2H3ClOS in total (the ωB97M-V functional and the def2-TZVPD basis, the Open Molecules 2025 dataset).

Structure (XYZ):
```
8
Properties=species:S:1:pos:R:3:mulliken_charge:R:1
C -1.3388 -1.0431 -0.2445 -0.86
C -0.2462 -0.3328 -0.0994 0.76
O 0.6673 0.3975 -0.1203 -0.36
H -1.3419 -1.9433 -0.9908 0.20
H -2.1335 -0.9449 0.4435 0.26
S -4.4063 1.8138 -1.9102 -0.09
Cl -2.8856 2.7777 -0.9957 -0.09
H -4.1841 1.7110 -3.2900 0.18
```

Results
- frontier orbital gap (eV) = 9.099
- E_tot (Eh) = -1011.55919
- HOMO energy (eV) = -9.315
- total charge = 0
- SMILES = C=C=O.SCl

=====

Record 20
# C2H3ClS

The molecule C2H3ClS (the ωB97M-V functional and the def2-TZVPD basis, the Open Molecules 2025 dataset).

Structure (XYZ):
```
7
Properties=species:S:1:pos:R:3:mulliken_charge:R:1
S 1.3881 1.5991 -0.0281 -0.27
C 0.3325 -0.0208 0.0900 -0.44
C -0.9828 -0.1625 0.0622 0.06
Cl -1.9428 1.2753 -0.0787 -0.16
H 1.6315 2.5328 -0.8358 0.13
H 0.9921 -0.9007 0.1177 0.32
H -1.4581 -1.1208 0.0138 0.36
```

Results
- frontier orbital gap (eV) = 9.283
- E_tot (Eh) = -936.28940
- HOMO energy (eV) = -9.278
- total charge = 0
- SMILES = S/C=C\Cl

=====

Values of max |F|, in order: 2.8, 4.4, 2.3, 4.4, 3.9, 3.4, 4.3, 3.8, 4.3, 4.6, 4.8, 5.5, 4.8, 3.0, 3.3, 6.5, 3.1, 7.2, 2.9, 6.3, all in eV Å⁻¹.